103
Properties=species:S:1:pos:R:3:forces:R:3 method="wB97M-V/def2-TZVPD" spin_multiplicity=5 orbital_gap_ev="5.6 / 6.7" mol_weight_g_mol=1121.6 e_homo_ev="-5.46 / -7.52" total_charge=0 total_energy_ev=-328850.815
Ru -1.30810 -0.18741 0.26846 0.36 0.10 0.17
O -1.33812 -2.72629 0.43797 -0.34 -0.04 -0.05
C -0.69389 -3.44889 -0.58988 0.20 0.08 -0.05
C 0.04278 -2.49828 -1.50002 0.12 -0.21 0.09
C 0.87449 -3.01933 -2.48847 -0.10 0.00 0.08
C 1.65509 -2.16675 -3.23904 0.00 0.15 0.03
C 1.59040 -0.80010 -2.98473 0.00 -0.13 -0.10
C 0.72318 -0.36146 -2.01154 -0.06 -0.02 -0.06
N -0.04978 -1.19052 -1.28708 0.00 0.40 0.00
H -1.35682 -3.25417 1.24251 0.15 0.02 0.06
H -1.41621 -4.03656 -1.16742 -0.01 0.04 0.01
H 0.05514 -4.12349 -0.16304 -0.08 -0.03 0.04
H 0.92464 -4.09228 -2.62192 0.00 -0.01 -0.01
H 2.33408 -2.55650 -3.98529 0.01 -0.01 -0.02
H 2.22567 -0.08765 -3.49254 -0.01 -0.04 0.02
H 0.63017 0.68930 -1.78403 0.01 -0.01 0.05
O -4.92684 1.76491 1.03527 0.04 -0.01 -0.11
C -5.72361 0.69374 1.49159 -0.05 -0.02 0.05
C -5.02798 -0.66468 1.65438 -0.08 -0.11 -0.08
C -6.11722 -1.56108 2.29555 0.00 0.01 0.02
O -5.71065 -2.89526 2.54729 0.03 0.01 -0.01
C -4.67314 -1.30446 0.30591 -0.04 0.02 0.10
Se -3.40753 -0.43245 -0.90753 0.01 0.02 -0.23
C -3.84589 -0.67026 2.61966 -0.05 -0.10 0.04
Se -2.28671 0.46282 2.31669 0.03 -0.06 0.11
H -4.42501 1.44025 0.26940 0.03 0.04 0.01
H -6.58208 0.54498 0.82075 0.00 0.02 -0.01
H -6.12390 1.01007 2.45901 0.02 -0.02 0.01
H -7.01608 -1.54911 1.66696 0.02 0.03 -0.02
H -6.38756 -1.14660 3.26890 0.00 0.00 0.00
H -5.68119 -3.36688 1.71024 0.00 -0.04 0.00
H -5.58171 -1.39388 -0.29660 -0.02 -0.02 0.05
H -4.27963 -2.30934 0.47065 0.04 0.02 0.02
H -3.46914 -1.69168 2.68413 -0.03 0.01 0.03
H -4.18942 -0.40237 3.62164 -0.02 0.07 -0.03
O -1.55774 1.15761 -2.68224 0.07 -0.01 -0.21
N -0.96724 1.24077 -3.82065 -0.07 -0.08 0.01
C 0.06256 2.10237 -3.99449 -0.03 -0.06 -0.04
C 0.73190 2.16794 -5.19760 0.01 0.00 0.01
C 0.35495 1.35037 -6.25017 0.00 0.01 0.00
C -0.70442 0.47639 -6.05430 -0.02 -0.01 0.02
C -1.35022 0.43426 -4.83957 0.03 0.00 0.00
H 0.32148 2.67107 -3.11624 0.05 0.04 0.05
H 1.56103 2.85585 -5.28258 0.01 0.00 -0.01
H 0.87513 1.38703 -7.19605 0.01 0.00 -0.01
H -1.03874 -0.18748 -6.83895 0.00 0.00 -0.01
H -2.17185 -0.21991 -4.59073 0.00 -0.01 -0.01
C -2.44148 4.04902 1.32359 0.00 -0.05 0.00
P -1.50339 3.51577 -0.11348 -0.03 0.16 -0.06
C -2.68042 3.43568 -1.47121 -0.06 0.06 0.02
C -0.41947 4.89874 -0.51484 0.02 0.03 -0.03
O -0.72900 2.24908 0.12665 0.13 -0.22 0.00
H -2.82587 5.05824 1.17124 -0.01 0.01 -0.03
H -1.79008 4.03915 2.19833 -0.01 -0.01 0.00
H -3.27018 3.36029 1.48776 -0.03 -0.02 0.06
H -3.50086 4.13171 -1.29607 0.00 0.06 0.02
H -3.05536 2.41946 -1.56684 -0.09 0.03 0.07
H -2.18277 3.68191 -2.40846 0.00 0.00 0.01
H -1.00323 5.70548 -0.95926 -0.02 0.03 0.02
H 0.34592 4.56374 -1.21523 -0.03 -0.01 -0.02
H 0.08326 5.26639 0.37811 0.00 -0.01 0.02
C -0.81787 -3.01515 3.82591 -0.04 -0.08 0.07
O -0.05841 -2.15968 2.98742 0.06 -0.06 -0.15
C 0.91972 -2.77127 2.22883 -0.06 0.03 0.08
O 1.01354 -3.99382 2.22230 0.01 -0.03 -0.01
C 1.72255 -1.84542 1.49595 0.12 0.24 0.01
C 3.03219 -2.22126 1.16191 -0.01 -0.11 0.14
As 3.98059 -1.51029 -0.32864 -0.05 0.00 -0.12
C 5.76693 -1.29454 0.47024 -0.01 -0.04 0.01
C 3.44764 0.38151 -0.21517 -0.05 0.03 -0.13
C 2.37018 0.95249 0.34493 -0.04 0.08 0.01
As 1.04445 -0.04641 1.42201 -0.17 -0.27 0.02
C 1.40607 0.43167 3.28383 -0.01 0.04 0.01
C 2.04764 2.34808 -0.18149 -0.11 -0.22 0.04
O 1.89714 2.52826 -1.36367 0.10 0.12 -0.07
O 2.01812 3.41986 0.62225 0.05 -0.05 -0.09
C 1.95442 3.26163 2.03080 0.01 0.07 0.04
C 4.29039 1.14027 -1.20867 0.01 -0.10 0.19
O 4.32251 0.83014 -2.36794 0.03 0.13 -0.01
O 5.06854 2.14060 -0.75546 0.10 -0.03 -0.19
C 5.34337 2.29949 0.63826 -0.08 0.04 0.00
C 3.75582 -3.16843 2.02739 0.10 0.00 -0.13
O 3.91502 -3.01163 3.21185 -0.07 -0.02 0.06
O 4.38141 -4.23149 1.43271 0.03 0.04 0.05
C 3.80915 -4.78559 0.25097 0.00 0.02 0.00
H -1.59830 -2.39413 4.26171 0.00 -0.02 -0.04
H -0.19329 -3.43929 4.61314 0.01 0.00 -0.03
H -1.25547 -3.85197 3.27320 -0.02 0.05 0.01
H 6.21124 -2.28600 0.55265 0.00 0.02 0.00
H 5.70229 -0.85458 1.46412 0.03 -0.03 0.00
H 6.38914 -0.68653 -0.18682 0.00 0.01 0.01
H 2.45154 0.17460 3.45818 -0.02 0.03 0.06
H 0.76502 -0.23307 3.85507 0.06 -0.01 0.01
H 1.19721 1.45748 3.56180 -0.04 -0.08 0.02
H 2.14246 4.24743 2.45069 0.01 -0.02 0.01
H 2.71089 2.56208 2.38620 -0.03 -0.01 0.02
H 0.95726 2.92347 2.31627 0.06 0.08 -0.06
H 6.38050 2.61964 0.70554 -0.02 0.01 0.02
H 5.21382 1.36885 1.18736 -0.01 0.03 0.00
H 4.69567 3.07270 1.05059 0.00 -0.01 0.04
H 4.07091 -5.84223 0.25779 -0.02 0.00 -0.01
H 4.22220 -4.32319 -0.64984 -0.01 -0.01 0.01
H 2.72446 -4.67356 0.26128 0.00 -0.01 0.00